No. 1
This record from the OMol25 dataset describes a molecular structure, C3H4LiO4Tb in a non-equilibrium geometry. The level of theory is the ωB97M-V functional and the def2-TZVPD basis.

Geometry as XYZ:
```
13
Properties=species:S:1:pos:R:3:mulliken_charge:R:1
C -0.295 -1.138 1.027 0.281
O 1.512 1.631 0.126 -0.479
O 0.799 -0.442 0.522 -0.705
Tb -1.676 5.138 -4.962 1.315
O -0.044 1.305 -1.445 -0.548
H 0.754 -3.047 1.357 0.228
H 1.494 0.630 1.059 0.601
H -1.025 -0.438 1.440 0.389
C 0.832 0.987 -0.700 0.879
O -0.825 -2.152 0.229 -0.373
H -0.867 -2.888 2.247 0.246
C -0.196 -2.522 1.468 -0.434
Li -0.464 2.935 -2.368 0.601
```

relative energy (zero: lowest compared OMol25 entry of this formula, charge and spin) = 822.8 kJ/mol
2S+1 = 7
LUMO level (alpha / beta) = -7.63 / -9.14 eV
net charge = +2
highest occupied orbital energy (alpha / beta) = -14.54 / -15.35 eV

=====

No. 2
This record from the OMol25 dataset describes a molecular structure, C3H4MgO3 in a non-equilibrium geometry. The level of theory is the ωB97M-V functional and the def2-TZVPD basis.

Geometry as XYZ:
```
11
Properties=species:S:1:pos:R:3:mulliken_charge:R:1
O -0.712 1.325 0.096 -0.472
C -1.735 0.523 0.118 0.600
C 0.025 -0.964 0.072 -0.244
C 0.686 0.351 -0.252 -0.833
O -2.871 0.807 0.464 -0.673
H 2.487 0.005 -0.612 0.237
H 0.353 -1.778 -0.585 0.223
H 0.124 -1.277 1.122 0.209
O -1.395 -0.754 -0.143 -0.363
H 0.778 0.619 -1.317 0.266
Mg 2.260 1.142 1.036 0.050
```

relative energy (zero: lowest compared OMol25 entry of this formula, charge and spin) = 348.0 kJ/mol
2S+1 = 2
LUMO level (alpha / beta) = 3.12 / 2.58 eV
net charge = -1
highest occupied orbital energy (alpha / beta) = -2.65 / -2.69 eV